ORCA calculation (ωB97M-V/def2-TZVPD) on 14 unconnected molecules or ions with the total composition C6H37NO13.

XYZ file:
```
57
Properties=species:S:1:pos:R:3:forces:R:3
C 3.579 -0.215 1.516 -0.1454 -0.1792 0.2190
N 0.873 -1.076 2.225 -0.0378 0.0571 0.6147
C 1.182 -0.657 0.925 -0.1496 -0.4460 -0.3159
C 2.425 -0.329 0.563 0.2787 -0.2916 0.0170
C -2.270 -0.426 -0.849 -0.2847 -0.3105 -0.3062
C -1.146 -0.244 0.125 -0.0883 -0.1294 -0.5158
C 0.074 -0.743 -0.062 0.0881 0.1108 0.2343
H 3.945 -1.202 1.820 0.0140 0.0142 0.0417
H 3.295 0.310 2.435 0.0596 0.0228 0.0058
H 4.426 0.314 1.083 -0.0413 0.0447 -0.0805
H -0.097 -1.018 2.508 -0.0167 0.1384 -0.3162
H 1.431 -0.626 2.935 0.1241 0.0280 0.0587
H 2.664 -0.213 -0.482 -0.2225 0.1088 -0.1333
H -2.808 0.502 -1.060 -0.0500 0.0120 0.1883
H -2.991 -1.145 -0.446 -0.1353 0.2158 0.1421
H -1.985 -0.846 -1.815 0.3899 0.0468 0.0640
H -1.408 0.331 1.001 0.1631 -0.0197 0.3283
H 0.290 -1.266 -0.985 0.0786 -0.0050 -0.1753
H 1.142 1.973 1.204 -0.1391 0.0893 0.0732
H 2.547 2.556 0.979 -0.0764 0.0063 -0.0318
O 1.669 2.516 0.583 0.2841 0.2890 -0.0946
H -0.582 -4.396 1.715 -0.1176 0.0120 -0.2669
H -1.465 -4.123 0.464 0.0604 0.0221 0.0594
O -1.509 -4.258 1.416 0.0011 -0.0223 0.0859
H -0.653 -1.150 -4.165 -0.0847 -0.2497 -0.2265
H -0.364 -2.595 -4.730 0.0072 0.4423 0.3986
O -0.254 -2.025 -3.951 -0.0780 -0.2261 -0.2252
H 1.394 -1.566 -3.517 0.3496 -0.1148 0.0350
H 2.920 -1.552 -3.845 -0.0481 0.0276 -0.0614
O 2.283 -1.343 -3.159 -0.2221 0.2220 0.2288
H -1.037 1.066 -3.793 -0.0273 0.0381 -0.0578
H -2.043 0.746 -4.921 -0.0134 -0.0793 -0.0355
O -1.224 0.438 -4.525 -0.0289 0.0721 0.0086
H -2.170 -2.985 2.378 -0.2555 0.0274 0.0932
H -3.571 -2.648 2.966 0.0858 -0.0373 -0.0195
O -2.650 -2.367 2.981 0.0667 0.0046 -0.1437
H -2.367 -0.643 3.191 -0.0363 0.0073 0.4908
H -2.250 0.237 4.497 -0.0672 -0.2434 0.1245
O -2.146 0.245 3.546 0.1408 0.2361 -0.5888
H 2.049 0.870 -2.209 0.0305 -0.0880 -0.3564
H 1.887 1.982 -1.156 -0.0237 0.0441 -0.5260
O 1.896 1.822 -2.136 0.1136 0.0313 0.7761
H 1.584 -4.140 1.186 0.0245 0.0372 0.0507
H 1.292 -3.649 2.601 -0.0452 0.0091 -0.2464
O 1.155 -4.405 2.008 0.1471 0.1192 0.1939
H -1.210 3.746 -1.835 -0.3877 0.2744 0.1376
H -2.520 4.530 -1.498 -0.1637 -0.0619 -0.1164
O -1.577 4.510 -1.334 0.3587 -0.0624 -0.1281
H -0.988 4.489 0.371 0.0184 -0.1492 0.4387
H 0.392 4.115 0.867 -0.0556 -0.0697 0.2311
O -0.500 4.297 1.204 0.0591 0.2556 -0.5327
H -0.841 1.647 -1.670 0.0842 -0.0727 -0.0099
H 0.296 2.225 -2.531 -0.1585 -0.3316 0.1535
O -0.698 2.146 -2.487 0.1418 0.2114 0.0266
H -0.837 1.422 2.919 0.3676 0.3458 -0.0915
H -0.447 2.832 2.305 0.0125 -0.3559 0.0913
O -0.080 1.983 2.642 -0.3488 -0.0776 -0.0094
```
Forces are in eV/Å.

M: 331.4 g mol⁻¹
Kohn-Sham gap: 0.3058 hartree
largest force on an atom: 0.8 eV/A
LUMO: 0.3 eV
multiplicity: 1
DFT total energy: -1283.73578 a.u.